[1]
{
  "formula": "C22H43MoN2OP3",
  "method": "wB97M-V/def2-TZVPD",
  "species": ["Mo", "P", "P", "P", "H", "C", "C", "H", "C", "C", "C", "C", "C", "C", "C", "C", "C", "H", "H", "H", "H", "H", "H", "H", "H", "H", "H", "H", "H", "H", "H", "H", "H", "H", "H", "H", "H", "H", "H", "H", "H", "H", "H", "H", "H", "H", "C", "C", "C", "C", "C", "C", "O", "H", "H", "H", "H", "H", "H", "N", "C", "C", "C", "N", "C", "C", "H", "H", "H", "H", "H", "H"],
  "xyz": [[-0.270, 1.113, -0.443], [-0.528, 2.386, -2.390], [-2.047, -0.405, -0.966], [2.057, 0.994, -0.525], [1.421, -7.977, 1.251], [2.179, -7.520, 1.905], [1.917, -7.116, 3.154], [0.941, -7.256, 3.635], [-0.058, 1.605, -3.984], [-2.227, 2.989, -2.755], [0.349, 3.996, -2.445], [-2.443, -1.831, 0.093], [-3.633, 0.505, -0.773], [-2.196, -1.133, -2.637], [2.945, 0.025, 0.741], [2.861, 2.631, -0.237], [2.845, 0.461, -2.096], [3.202, -7.437, 1.500], [2.711, -6.657, 3.760], [-0.281, 2.306, -4.802], [-0.616, 0.676, -4.139], [1.009, 1.358, -3.994], [-2.184, 3.715, -3.583], [-2.643, 3.490, -1.871], [-2.899, 2.168, -3.037], [0.699, 4.206, -3.467], [1.208, 4.016, -1.766], [-0.347, 4.787, -2.132], [-3.488, -2.117, -0.097], [-2.299, -1.551, 1.144], [-1.769, -2.663, -0.144], [-4.394, -0.024, -1.370], [-3.590, 1.556, -1.088], [-3.926, 0.467, 0.288], [-3.107, -1.748, -2.633], [-1.326, -1.773, -2.839], [-2.272, -0.361, -3.414], [3.927, 0.489, 0.916], [3.075, -1.013, 0.405], [2.357, 0.019, 1.668], [3.866, 2.439, 0.168], [2.302, 3.231, 0.495], [2.961, 3.201, -1.171], [3.911, 0.276, -1.895], [2.745, 1.238, -2.867], [2.371, -0.466, -2.448], [0.726, -2.362, 1.315], [0.874, -2.887, -0.015], [1.610, -4.032, -0.268], [2.237, -4.686, 0.790], [2.059, -4.236, 2.104], [1.317, -3.118, 2.389], [0.157, -1.244, 1.541], [-0.107, -0.515, -0.853], [0.411, -2.334, -0.829], [1.693, -4.419, -1.287], [2.816, -5.598, 0.600], [2.475, -4.820, 2.922], [1.157, -2.747, 3.393], [-2.639, 4.708, 4.121], [-2.039, 3.910, 3.192], [-1.088, 4.449, 2.305], [-0.562, 3.646, 1.307], [-0.923, 2.331, 1.190], [-1.744, 1.773, 2.130], [-2.363, 2.539, 3.101], [-2.419, 5.692, 4.190], [-3.343, 4.354, 4.756], [-0.796, 5.495, 2.385], [0.148, 4.018, 0.566], [-1.888, 0.684, 2.054], [-3.084, 2.099, 3.785]],
  "atomic_forces_ev_per_a": [[-1.7, 0.8, 2.0], [-0.9, 1.8, -2.4], [-1.9, -0.5, -0.6], [2.9, -0.5, -0.6], [0.3, 0.2, 0.3], [1.0, -1.4, -3.8], [-0.6, 1.1, 3.9], [0.3, 0.0, -0.2], [0.3, -0.6, 0.3], [-0.1, -0.2, 0.2], [0.3, 0.1, 0.5], [0.7, 0.0, 0.2], [0.0, 0.5, 0.2], [0.5, 0.1, 0.1], [-0.4, -0.4, 0.2], [-0.5, 0.4, 0.0], [-0.3, -0.1, 0.1], [-0.5, -0.3, 0.2], [-0.4, -0.3, -0.1], [0.0, -0.1, 0.3], [0.1, 0.3, -0.1], [-0.3, 0.1, -0.1], [0.1, -0.3, 0.3], [0.1, 0.0, -0.2], [0.2, 0.2, 0.0], [-0.2, -0.1, 0.3], [-0.1, 0.1, -0.3], [0.2, -0.2, -0.1], [0.3, 0.1, 0.0], [-0.2, -0.2, -0.2], [-0.3, 0.1, 0.1], [0.2, 0.2, 0.2], [-0.1, -0.4, 0.1], [0.1, 0.0, -0.3], [0.2, 0.2, -0.1], [-0.3, 0.1, -0.1], [-0.1, -0.3, 0.2], [-0.3, -0.3, -0.1], [0.0, 0.3, 0.1], [0.3, 0.0, -0.1], [-0.4, 0.1, -0.2], [0.3, -0.1, -0.1], [0.0, -0.2, 0.3], [-0.3, 0.1, -0.1], [0.1, -0.3, 0.3], [0.2, 0.2, 0.0], [-0.1, 1.0, 0.0], [0.3, -0.5, -0.5], [-0.5, 0.7, -0.5], [-0.1, -0.5, 0.2], [0.0, -0.5, 0.4], [-0.2, 0.2, 0.1], [0.3, -0.7, -0.3], [0.8, 0.1, 0.4], [0.1, -0.3, 0.1], [0.1, 0.2, 0.3], [-0.1, 0.6, -0.1], [0.2, 0.5, -0.1], [0.1, -0.1, 0.1], [0.7, -1.1, -1.2], [-1.3, 1.4, 1.7], [0.9, -0.3, -1.4], [-0.6, 0.5, 0.8], [0.6, -1.4, -0.6], [-0.7, 0.5, 0.7], [0.4, -1.1, -0.8], [0.0, -0.1, 0.0], [0.2, 0.0, -0.1], [0.0, -0.2, -0.1], [-0.2, 0.1, 0.2], [0.0, 0.6, 0.1], [0.2, 0.0, -0.1]],
  "e_tot_ev": -58218.8035,
  "total_charge": 4,
  "multiplicity": 3,
  "lumo_energy_ev": [-12.637, -15.193],
  "e_above_lowest_kcal_mol": 0.8
}

---

[2]
{
  "formula": "C22H43N3O10P",
  "method": "wB97M-V/def2-TZVPD",
  "species": ["C", "C", "C", "O", "C", "C", "N", "C", "N", "P", "O", "O", "O", "N", "C", "C", "C", "C", "O", "O", "C", "C", "C", "O", "C", "C", "C", "O", "C", "C", "H", "H", "H", "H", "H", "H", "H", "H", "H", "H", "H", "H", "H", "H", "H", "H", "H", "H", "H", "H", "H", "H", "H", "H", "H", "H", "H", "H", "H", "H", "H", "H", "H", "H", "H", "H", "H", "O", "C", "O", "C", "C", "C", "H", "H", "H", "H", "H", "H"],
  "xyz": [[4.055, 0.068, 4.906], [3.520, 0.108, 3.473], [3.333, 1.549, 3.003], [3.353, 1.652, 1.582], [2.311, 2.384, 0.998], [1.185, 1.461, 0.565], [0.016, 2.118, -0.037], [-0.552, 1.200, -0.835], [-1.563, 1.453, -1.659], [-2.316, 2.996, -1.840], [-1.529, 3.906, -2.651], [-2.511, 3.384, -0.316], [-3.765, 2.658, -2.358], [0.000, -0.041, -0.762], [-0.827, -1.092, -0.153], [-1.417, -0.798, 1.243], [-2.876, -1.276, 1.342], [-3.222, -2.196, 2.470], [-4.097, -2.991, 2.361], [-2.503, -2.045, 3.610], [1.415, 0.226, -0.352], [2.202, 0.431, -1.704], [2.816, 1.770, -2.052], [1.788, 2.722, -2.174], [2.169, 3.956, -2.772], [2.538, 5.017, -1.753], [2.088, -0.914, 0.379], [1.997, -2.088, -0.399], [3.015, -3.043, -0.099], [4.204, -2.936, -1.049], [4.867, 0.784, 5.025], [4.405, -0.928, 5.156], [3.276, 0.361, 5.607], [4.176, -0.411, 2.779], [2.528, -0.348, 3.485], [4.138, 2.164, 3.409], [2.389, 1.926, 3.402], [1.895, 3.107, 1.707], [2.694, 2.976, 0.176], [0.826, 1.031, 1.514], [-0.619, 2.611, 0.577], [-1.861, 0.667, -2.222], [-3.141, 4.114, -0.217], [-3.900, 1.796, -2.768], [-1.652, -1.285, -0.839], [-0.254, -2.011, -0.127], [-0.823, -1.331, 1.983], [-1.363, 0.251, 1.529], [-3.520, -0.402, 1.473], [-3.208, -1.755, 0.425], [-2.115, -2.898, 3.847], [2.995, -0.307, -1.783], [1.506, 0.200, -2.509], [3.595, 2.054, -1.338], [3.327, 1.652, -3.013], [1.313, 4.299, -3.349], [2.988, 3.800, -3.479], [2.585, 5.981, -2.255], [3.491, 4.816, -1.266], [1.758, 5.079, -0.995], [1.629, -1.090, 1.361], [3.124, -0.632, 0.560], [2.547, -4.018, -0.221], [3.317, -2.969, 0.946], [3.872, -2.448, -1.963], [4.568, -3.918, -1.339], [5.020, -2.360, -0.618], [-3.599, -2.157, -1.613], [-4.679, -2.693, -1.643], [-5.296, -2.979, -2.798], [-6.622, -3.495, -2.543], [-6.573, -4.025, -1.115], [-5.549, -3.090, -0.469], [-7.330, -2.673, -2.659], [-6.844, -4.257, -3.285], [-7.545, -4.034, -0.628], [-6.186, -5.044, -1.113], [-6.011, -2.182, -0.075], [-4.968, -3.563, 0.312]],
  "atomic_forces_ev_per_a": [[-0.1, 0.2, -0.3], [-0.3, 0.5, 0.3], [0.2, -0.2, 0.2], [-0.1, -0.2, -0.1], [-0.1, 0.6, -0.3], [-0.1, -0.8, 1.1], [0.3, -0.4, -0.2], [-0.3, -0.3, 0.1], [-0.6, 0.2, 0.6], [0.7, 0.1, -0.6], [-0.2, -0.1, 0.2], [-0.3, 0.0, 0.0], [0.1, -0.3, 0.1], [0.8, 0.3, 0.0], [-0.9, -0.1, -0.2], [0.1, -0.4, 0.1], [0.1, 0.8, 0.2], [0.3, 0.3, -0.3], [-0.7, -1.0, 0.2], [0.8, 0.2, -0.1], [0.5, 0.6, -0.8], [-0.1, 0.2, 0.1], [0.2, -0.1, -0.1], [0.0, 0.0, 0.0], [-0.1, 0.2, -0.1], [-0.1, -0.1, 0.0], [-0.3, -0.4, 0.4], [0.1, 0.2, 0.1], [-0.1, -0.5, -0.3], [-0.2, 0.2, 0.1], [0.2, -0.1, 0.0], [0.0, 0.0, 0.2], [0.0, -0.1, 0.1], [0.1, -0.1, 0.0], [0.1, -0.4, -0.3], [0.1, 0.1, -0.1], [0.0, 0.2, 0.0], [0.0, 0.0, 0.1], [0.1, 0.0, -0.1], [0.1, -0.1, 0.0], [0.1, 0.6, -0.3], [0.0, -0.1, 0.0], [0.1, 0.0, 0.2], [-0.2, 0.1, -0.1], [0.1, 0.0, -0.1], [0.3, 0.1, -0.2], [0.1, 0.1, 0.1], [0.1, 0.1, -0.2], [-0.1, 0.0, 0.0], [0.0, 0.0, 0.1], [-0.5, -0.1, 0.4], [0.0, -0.1, 0.2], [0.0, -0.1, 0.0], [0.0, 0.2, 0.1], [0.0, 0.0, -0.1], [-0.1, -0.1, 0.0], [0.1, -0.1, 0.0], [0.2, 0.1, 0.0], [0.1, 0.0, 0.0], [0.0, 0.0, 0.1], [-0.1, 0.0, 0.0], [0.1, 0.1, 0.0], [-0.1, 0.0, 0.0], [0.0, 0.1, 0.1], [0.0, 0.0, -0.1], [0.1, -0.1, 0.1], [0.1, 0.0, -0.1], [0.0, 0.1, -0.2], [-0.2, 0.1, 0.1], [0.1, 0.0, 0.0], [-0.2, -0.1, 0.1], [0.1, 0.1, 0.0], [-0.2, -0.4, -0.4], [0.0, 0.0, 0.0], [0.1, 0.0, -0.1], [0.0, 0.1, 0.0], [0.0, 0.0, 0.0], [0.0, 0.0, 0.1], [0.1, 0.2, 0.1]],
  "e_tot_ev": -57741.8614,
  "total_charge": 1,
  "multiplicity": 1,
  "lumo_energy_ev": -2.614,
  "e_above_lowest_kcal_mol": 0.0
}

---

[3]
{
  "formula": "C22H43N5NiP2Si2",
  "method": "wB97M-V/def2-TZVPD",
  "species": ["Ni", "C", "P", "C", "C", "C", "P", "C", "C", "H", "H", "H", "H", "H", "H", "H", "H", "H", "H", "H", "H", "H", "H", "H", "H", "C", "Si", "C", "C", "N", "C", "C", "C", "C", "C", "C", "N", "Si", "C", "C", "C", "H", "H", "H", "H", "H", "H", "H", "H", "H", "H", "H", "H", "H", "H", "H", "H", "H", "H", "H", "H", "H", "H", "N", "C", "C", "N", "C", "C", "N", "H", "H", "H", "H", "H"],
  "xyz": [[0.108, 0.013, 0.083], [-1.346, -3.102, 0.977], [-1.510, -1.562, 0.017], [-2.378, -2.177, -1.479], [-2.893, -0.684, 0.860], [-3.051, 0.726, 0.279], [-1.452, 1.658, 0.299], [-1.508, 2.488, 1.929], [-1.902, 3.082, -0.770], [-2.312, -3.455, 1.345], [-0.662, -2.927, 1.807], [-0.912, -3.871, 0.336], [-3.229, -2.805, -1.204], [-1.692, -2.763, -2.093], [-2.735, -1.340, -2.080], [-2.630, -0.629, 1.919], [-3.822, -1.257, 0.785], [-3.826, 1.288, 0.808], [-3.362, 0.669, -0.770], [-2.452, 3.016, 2.085], [-0.685, 3.201, 1.996], [-1.363, 1.756, 2.720], [-2.764, 3.623, -0.371], [-2.138, 2.739, -1.778], [-1.059, 3.771, -0.838], [2.002, -1.530, 4.442], [0.810, -0.453, 3.484], [-0.916, -0.995, 3.985], [0.978, 1.317, 4.124], [1.071, -0.669, 1.803], [2.340, -0.482, 1.343], [3.344, 0.324, 1.799], [4.586, 0.171, 1.021], [4.857, -0.300, -1.093], [3.747, -0.324, -2.041], [2.534, -0.351, -1.205], [1.257, -0.006, -1.821], [0.937, 0.249, -3.563], [-0.907, 0.423, -3.708], [1.746, 1.791, -4.205], [1.504, -1.278, -4.443], [1.913, -1.369, 5.521], [3.031, -1.308, 4.151], [1.809, -2.587, 4.239], [-0.939, -1.039, 5.079], [-1.189, -1.984, 3.610], [-1.689, -0.285, 3.684], [0.166, 1.563, 4.816], [0.956, 2.043, 3.308], [1.922, 1.453, 4.658], [3.250, 0.996, 2.640], [5.505, 0.194, 1.610], [5.852, -0.528, -1.476], [3.772, 0.080, -3.042], [-1.307, 0.861, -2.790], [-1.381, -0.551, -3.847], [-1.186, 1.061, -4.549], [1.387, 2.673, -3.670], [1.467, 1.909, -5.256], [2.834, 1.780, -4.140], [1.068, -2.168, -3.982], [2.589, -1.392, -4.436], [1.168, -1.243, -5.483], [5.014, -2.345, 0.435], [4.384, -1.080, 0.152], [2.833, -1.185, 0.058], [1.927, 0.931, -0.874], [2.752, 2.073, -1.081], [4.031, 2.074, -0.684], [4.844, 0.976, -0.281], [4.682, -2.712, 1.320], [6.018, -2.227, 0.516], [2.490, -2.217, -0.032], [2.259, 2.994, -1.363], [4.517, 3.045, -0.650]],
  "atomic_forces_ev_per_a": [[-0.5, 0.3, 0.0], [0.0, 0.0, 0.0], [-0.1, 0.0, 0.0], [0.0, 0.0, 0.0], [0.0, 0.0, 0.0], [-0.1, 0.0, 0.0], [0.0, -0.2, 0.1], [-0.1, 0.0, 0.0], [0.0, 0.0, 0.0], [0.0, 0.0, 0.0], [0.0, 0.0, -0.1], [0.0, 0.0, 0.0], [0.0, 0.0, 0.0], [0.0, 0.0, 0.0], [0.0, 0.0, 0.0], [0.0, 0.0, 0.0], [0.0, 0.0, 0.0], [0.0, 0.0, 0.0], [0.0, 0.0, 0.0], [0.0, 0.0, 0.0], [0.0, 0.0, 0.0], [0.0, 0.0, 0.0], [0.0, 0.0, 0.0], [0.0, 0.0, 0.0], [0.0, 0.0, 0.0], [0.1, -0.1, 0.1], [-0.1, 0.1, -0.1], [-0.1, -0.1, 0.0], [0.1, 0.1, 0.0], [0.4, 0.0, -0.4], [0.1, -0.1, 0.0], [-0.1, 0.0, 0.0], [0.0, 0.1, -0.1], [-0.1, 0.0, 0.0], [0.0, 0.0, 0.2], [-0.2, 0.1, -0.1], [0.4, -0.1, 0.2], [0.0, 0.0, 0.3], [-0.2, 0.0, 0.0], [0.1, 0.2, -0.1], [0.1, -0.2, -0.1], [0.0, 0.0, 0.0], [0.0, 0.0, 0.0], [0.0, 0.0, 0.0], [0.0, 0.0, 0.0], [0.0, 0.1, 0.1], [0.0, 0.0, 0.0], [0.0, 0.0, 0.0], [0.0, 0.0, 0.0], [0.0, 0.0, 0.0], [0.0, 0.0, 0.0], [0.0, 0.0, 0.0], [0.0, 0.0, 0.0], [0.0, -0.1, 0.0], [0.0, 0.0, 0.0], [0.0, 0.0, 0.0], [0.0, 0.0, 0.0], [0.0, 0.0, 0.0], [0.0, 0.0, 0.0], [0.0, 0.0, 0.0], [0.0, 0.0, 0.0], [0.0, 0.0, 0.0], [0.0, 0.0, 0.0], [0.0, 0.0, 0.0], [-0.1, -0.1, -0.1], [0.0, -0.1, 0.0], [0.2, 0.1, 0.1], [-0.2, -0.2, -0.1], [0.1, -0.1, 0.0], [0.0, 0.1, 0.2], [0.0, 0.0, 0.0], [0.0, 0.0, 0.0], [0.0, 0.0, 0.0], [0.0, 0.0, 0.0], [0.0, 0.0, 0.0]],
  "e_tot_ev": -106336.5886,
  "multiplicity": 3,
  "lumo_energy_ev": [0.583, -0.254]
}